Entry 1:
68
Properties=species:S:1:pos:R:3:forces:R:3:mulliken_charge:R:1 method="wB97M-V/def2-TZVPD" orbital_gap_ev="7.27 / 7.70" homo_ev="-6.8 / -7.7" lumo_ha="0.01601 / -0.00141" total_charge=0 spin_multiplicity=2 s2=0.754
Pd -0.465754 -1.125046 -0.011901 -0.1 0.6 0.2 0.035
F -0.872530 -2.546586 2.350903 -0.6 1.2 1.5 -0.452
As -1.380434 -1.723738 3.967220 -0.3 -2.7 -0.8 1.936
F -0.849954 -0.164146 3.388074 0.0 -0.4 -0.2 -0.449
F 0.251300 -2.156161 4.478796 -0.4 0.5 -0.1 -0.473
F -1.907206 -3.400072 4.438814 0.4 2.1 -0.2 -0.530
F -1.685314 -1.001098 5.509288 -0.3 -0.5 -0.6 -0.458
F -2.992055 -1.409439 3.306268 1.2 -0.3 0.8 -0.482
C -1.405945 4.580467 1.567563 -0.4 -0.3 -0.2 -0.518
C -1.423389 3.256356 2.034273 1.4 -0.7 -1.2 -0.577
C -0.776013 2.252489 1.238874 -1.7 1.0 -0.7 -0.582
C -0.453663 2.522248 -0.114006 0.9 -1.9 1.5 0.165
C -0.443707 3.814776 -0.512667 0.9 2.5 -1.6 0.287
C -0.857734 4.858482 0.304376 -0.6 -1.2 1.2 -0.728
As 0.169294 0.926115 -1.143838 -0.8 0.8 -0.3 1.435
C -0.637940 1.180770 -2.960922 0.5 0.8 1.9 0.248
C -0.087633 2.108235 -3.829762 -0.2 -0.1 -0.1 -0.300
C -0.707398 2.355122 -5.048797 1.2 -0.5 1.6 -0.867
C -1.868155 1.733907 -5.347091 -1.9 -0.4 -0.9 -0.310
C -2.458061 0.831042 -4.467773 -0.5 -0.5 0.1 -0.605
C -1.855993 0.586524 -3.210673 -1.3 -0.9 -1.0 -0.304
C 2.045577 1.278287 -1.536678 1.2 -0.7 -0.1 0.110
C 2.716340 0.379824 -2.420642 -0.7 0.4 1.1 -0.270
C 4.095006 0.505872 -2.557493 -0.2 -0.6 -1.5 -0.779
C 4.783100 1.539455 -1.962127 -0.5 -0.2 -0.7 -0.347
C 4.140219 2.410466 -1.139789 0.2 0.0 1.0 -0.831
C 2.825880 2.222985 -0.832736 -2.1 -1.0 -0.8 -0.336
H -1.876569 5.393916 2.133720 0.3 -0.4 -0.1 0.358
H -1.880325 2.931708 2.963440 0.2 0.3 0.1 0.491
H -0.759040 1.218401 1.547816 0.1 -0.1 0.4 0.369
H 0.011913 4.163336 -1.467885 -0.6 -0.7 0.4 0.256
H -0.800322 5.854187 -0.048160 0.0 0.8 -0.3 0.467
H 0.788165 2.672049 -3.546601 0.3 -0.2 -0.1 0.404
H -0.174955 2.905275 -5.750418 0.5 1.4 -1.2 0.427
H -2.386526 2.024843 -6.275628 0.3 -0.6 0.4 0.323
H -3.360536 0.285442 -4.849827 0.8 0.6 0.9 0.311
H -2.364526 -0.085475 -2.479277 0.7 0.5 -0.6 0.179
H 2.142103 -0.446606 -2.869426 0.5 0.5 0.0 0.397
H 4.640006 -0.111275 -3.288594 -0.4 0.0 0.5 0.360
H 5.773617 1.726405 -2.249963 1.4 0.0 -0.1 0.429
H 4.686118 3.157031 -0.620116 0.4 0.7 0.3 0.406
H 2.313783 2.762847 -0.070538 -0.1 0.8 0.4 0.513
C 1.725823 -3.992009 2.434869 0.3 -1.1 -0.2 -0.899
As 2.348817 -2.450411 1.524798 -0.8 0.1 -2.8 0.611
C 4.166645 -3.132774 1.066827 -0.3 2.5 -0.5 -1.042
C 2.175131 -0.675892 2.408254 1.1 -2.2 1.0 -0.584
S 1.266036 -2.312212 -0.505868 3.2 -1.5 1.1 -0.579
H 0.678951 -4.069523 2.276239 -0.9 0.1 -0.1 0.120
H 1.869897 -3.969797 3.513798 0.4 -0.2 -0.1 0.388
H 2.193000 -4.845686 1.861977 -0.3 0.8 1.0 0.386
H 4.155677 -4.191466 0.900064 -0.3 -0.3 -0.3 0.382
H 4.785087 -2.897648 1.906258 0.6 0.0 0.6 0.430
H 4.542391 -2.516753 0.208064 -0.4 -0.9 0.6 0.264
H 2.816362 -0.834519 3.304348 -0.2 0.7 -0.5 0.510
H 1.158040 -0.567062 2.769823 -0.1 0.1 -0.4 -0.058
H 2.539930 0.048344 1.700716 0.0 0.3 -0.1 0.249
C -2.582967 -3.656415 0.185872 -0.3 -1.0 0.3 -1.397
C -3.126169 -2.309431 0.312212 -0.9 1.7 1.1 0.395
N -2.413849 -1.215028 0.498051 -1.6 0.4 -0.7 1.064
C -3.273869 -0.165262 0.733059 0.5 0.0 1.0 -0.739
C -4.555821 -0.614532 0.782924 1.5 -1.1 -0.6 -0.703
N -4.443791 -1.990357 0.507766 1.5 1.7 0.1 -0.015
H -3.258250 -4.260869 -0.453321 0.7 0.0 0.3 0.448
H -2.463362 -4.102764 1.199474 -0.4 0.2 -0.6 0.196
H -1.560234 -3.586268 -0.167604 0.0 -0.2 -0.5 0.157
H -2.766822 0.729323 1.103270 -0.9 0.0 -0.5 0.130
H -5.449589 -0.106667 1.024521 -0.8 0.1 0.1 0.416
H -5.177801 -2.583559 0.287532 -1.5 -1.2 -0.2 0.159

---

Entry 2:
101
Properties=species:S:1:pos:R:3:forces:R:3:mulliken_charge:R:1 method="wB97M-V/def2-TZVPD" orbital_gap_ev=4.48 homo_ev=-0.9 lumo_ha=0.13188 total_charge=-2
K 0.746914 -0.739777 1.510617 0.1 -0.4 0.2 0.744
Cl 2.993781 -2.237609 8.840338 0.3 0.0 1.1 -0.288
C 2.874636 -2.340153 7.136809 0.0 0.3 -2.1 0.238
C 2.103840 -1.351297 6.490242 0.8 -1.6 -1.3 -0.668
C 1.876886 -1.447708 5.051011 1.4 -1.6 1.8 0.397
N 1.118759 -0.514778 4.419189 -1.8 2.0 0.8 -0.231
C 0.091077 -0.064771 5.220247 1.2 -1.0 -2.9 0.406
O -0.420541 -0.686248 6.147205 -0.8 0.3 0.9 -0.742
C -0.536326 1.289781 4.856938 0.5 -0.2 0.1 0.193
C -1.637228 1.629151 5.646947 0.0 -1.2 0.2 -0.452
C -2.099145 2.910917 5.593204 -0.5 0.8 -0.4 -0.368
C -1.408247 3.850181 4.808972 0.1 0.3 0.2 -0.440
C -0.277824 3.438560 4.110723 -0.8 -0.8 0.0 -0.452
N 0.072211 2.151352 4.024449 0.4 -0.2 1.0 -0.256
C 2.505090 -2.523456 4.319918 1.3 0.1 3.0 0.078
C 3.393711 -3.460863 5.034437 -1.3 1.7 -0.2 -0.763
C 3.576409 -3.371434 6.400789 -1.7 2.1 0.0 -0.125
Cl 4.798003 -4.272608 7.194276 0.4 -0.7 0.4 -0.289
N 2.252027 -2.637190 3.004456 -0.1 -1.0 -1.8 -0.077
C 3.070662 -3.401347 2.269411 -0.5 0.8 0.1 0.225
O 4.267491 -3.692739 2.472909 -0.2 -0.3 -0.5 -0.813
C 2.373804 -4.040006 1.065460 0.7 -0.4 -0.3 0.452
C 3.032506 -5.186726 0.524229 0.2 1.2 1.4 -0.801
C 2.418301 -5.927356 -0.419330 -1.1 0.4 -1.0 -0.374
C 1.129247 -5.497870 -0.866167 1.2 -1.1 0.1 -0.704
C 0.566850 -4.407761 -0.271883 0.1 0.8 0.1 -0.164
N 1.191133 -3.625003 0.633593 -0.2 -0.6 0.3 0.231
H 1.659750 -0.516860 7.050740 0.3 -0.7 -0.2 0.311
H -2.047051 0.794662 6.271487 0.4 1.1 -0.6 0.351
H -3.004061 3.162221 6.142413 0.2 0.3 -0.1 0.380
H -1.728652 4.888957 4.713749 0.1 -0.2 0.3 0.372
H 0.389985 4.121864 3.601452 -0.3 0.2 -0.3 0.524
H 3.928405 -4.179356 4.440434 0.1 -0.1 0.2 0.490
H 4.010081 -5.419926 0.950977 -0.3 0.0 -0.2 0.414
H 2.982828 -6.758728 -0.800844 -0.3 -0.4 -0.5 0.387
H 0.585996 -5.983273 -1.666393 0.0 -0.3 0.1 0.426
H -0.444493 -4.130324 -0.540432 0.0 0.3 -0.1 0.265
C -3.305483 5.806217 -0.069186 0.1 -0.4 0.0 -1.123
Ge -3.944679 4.115790 -0.871876 -0.3 -0.7 0.8 0.645
C -5.193479 2.945069 0.208454 -0.8 1.9 0.2 -1.171
C -4.785324 4.683110 -2.548599 -0.2 0.3 -0.7 -1.166
C -2.462492 2.856232 -0.980176 0.6 0.9 -1.2 -0.731
Se -1.829405 2.305009 0.761099 1.2 0.4 0.2 0.084
C -0.048607 3.254469 0.758923 -1.2 0.0 0.6 -0.778
H -2.396289 6.085153 -0.637013 -0.4 0.0 0.3 0.321
H -3.017363 5.572494 0.966550 -0.1 0.4 -0.2 0.310
H -4.056878 6.609191 -0.144271 0.4 -0.3 0.2 0.357
H -6.182730 2.998540 -0.289088 0.4 -0.2 0.3 0.408
H -5.327996 3.390677 1.232414 0.2 -0.7 -0.8 0.261
H -4.850363 1.913588 0.248870 0.1 0.1 0.0 0.336
H -5.637320 5.353373 -2.289157 0.6 -0.3 -0.2 0.337
H -5.200145 3.873491 -3.162543 0.1 0.0 0.3 0.356
H -4.061717 5.217950 -3.209123 -0.5 -0.2 0.6 0.322
H -1.645093 3.313222 -1.596612 -0.4 -0.8 0.6 0.405
H -2.849391 1.964346 -1.462669 0.2 -0.2 -0.3 0.048
H -0.246493 4.293642 1.064742 0.2 -0.2 -0.6 0.319
H 0.484450 3.134514 -0.188054 -0.2 0.0 0.2 0.298
H 0.461878 2.800426 1.603780 0.3 -0.2 -0.2 0.154
C -4.226603 -2.231767 -0.526662 -0.9 0.2 -0.3 -1.619
C -3.252402 -1.637864 -1.487068 0.2 1.5 -0.5 1.214
C -3.663842 -0.980395 -2.687603 -0.3 -0.8 -0.1 -1.407
C -2.704966 -0.730221 -3.691366 0.2 -0.5 1.4 0.422
C -3.076443 -0.442289 -5.117650 -0.4 0.6 0.4 -1.667
C -1.353015 -0.857158 -3.361013 -0.9 0.0 0.4 -0.853
C -0.915416 -1.068923 -1.996901 -0.5 0.1 -0.2 -0.200
C -1.931170 -1.598274 -1.129884 -0.1 0.1 -0.4 -0.704
N 0.263322 -0.826860 -1.460972 1.1 0.3 -1.0 0.595
C 1.378196 -0.415200 -2.366914 -0.3 -1.0 1.2 1.128
C 1.231835 0.925967 -3.069144 -0.2 0.8 -0.6 -0.255
C 2.571972 1.308713 -3.777770 -0.6 -0.2 -0.1 0.439
C 3.694587 1.404039 -2.772829 0.3 0.8 1.2 -1.333
C 3.904129 0.048280 -2.122427 0.0 -0.3 0.7 0.506
C 4.255673 -1.016702 -3.159875 -0.3 0.7 -0.8 -1.551
C 3.085195 -1.118368 -4.162099 -0.4 0.3 1.3 0.403
C 2.892542 0.221436 -4.838162 -0.6 0.7 0.3 -1.457
C 1.753616 -1.475009 -3.446472 0.5 -0.6 0.0 -0.838
C 2.568740 -0.325086 -1.385496 1.3 0.4 -0.7 -1.709
H -5.257962 -2.062306 -0.847307 0.0 0.1 0.0 0.389
H -4.126596 -1.822105 0.465319 0.1 0.2 0.5 0.344
H -4.105791 -3.302533 -0.451054 0.2 -0.4 0.0 0.336
H -4.724777 -0.739121 -2.809026 0.2 -0.4 -0.3 0.113
H -4.162370 -0.406046 -5.282056 0.2 0.3 0.2 0.366
H -2.722534 -1.243477 -5.732159 0.4 -0.5 -0.5 0.362
H -2.587343 0.480637 -5.449160 -0.3 0.0 -0.2 0.304
H -0.653360 -0.695772 -4.148279 0.3 0.1 -0.3 0.575
H -1.674171 -1.843697 -0.110662 0.3 -0.4 0.1 0.444
H 0.862836 1.720131 -2.365713 0.5 -0.6 -0.4 -0.350
H 0.462346 0.857027 -3.864213 0.3 0.1 0.5 0.289
H 2.438087 2.298215 -4.209550 0.0 0.1 -0.5 0.316
H 3.365518 2.093978 -1.956253 0.2 -0.2 -0.5 0.387
H 4.634568 1.858455 -3.157917 -0.5 -0.5 -0.2 0.410
H 4.699601 0.084899 -1.359835 -0.1 0.1 -0.2 0.350
H 4.467107 -1.943944 -2.654679 -0.1 -0.6 0.1 0.507
H 5.153135 -0.760444 -3.764713 -0.2 0.1 0.5 0.513
H 3.324787 -1.864431 -4.889402 0.1 -0.7 -0.6 0.363
H 2.065408 0.147116 -5.539871 -0.3 0.0 -0.1 0.554
H 3.746300 0.487783 -5.432662 0.8 0.3 -0.2 0.516
H 1.889012 -2.444886 -2.931819 -0.3 0.3 -0.2 0.323
H 0.982834 -1.604665 -4.238020 0.4 0.1 0.7 0.320
H 2.391373 0.474771 -0.645333 -0.2 -0.3 -0.2 0.241
H 2.744138 -1.262864 -0.844407 -0.4 0.0 -0.1 0.043

---

Entry 3:
9
Properties=species:S:1:pos:R:3:forces:R:3:mulliken_charge:R:1 method="wB97M-V/def2-TZVPD" orbital_gap_ev=8.24 homo_ev=-8.8 lumo_ha=-0.02250 total_charge=0
C 0.813463 -0.517247 0.111015 -1.4 -0.5 0.1 0.317
C -1.926566 0.273650 0.058511 0.3 0.7 0.0 0.276
N -0.217727 -1.120308 0.126736 1.8 1.3 0.0 0.302
N -1.467665 -0.975583 0.144313 -2.1 -1.6 0.0 -0.683
P 2.514139 -0.479476 -0.266858 0.7 0.0 -0.1 -0.121
S -0.994672 1.623368 0.034704 0.2 -0.1 -0.1 -0.354
I -4.030971 0.303260 -0.082987 0.3 0.0 0.1 0.097
H 2.912072 0.198591 0.889620 0.1 0.1 0.3 0.077
H 2.397924 0.693741 -1.015050 0.1 0.2 -0.3 0.088

---

Entry 4:
48
Properties=species:S:1:pos:R:3:forces:R:3:mulliken_charge:R:1 method="wB97M-V/def2-TZVPD" orbital_gap_ev=9.47 homo_ev=-8.8 lumo_ha=0.02382 total_charge=0 smiles="CCCOC[C@@H](O)COc1ccccc1C(=O)N1CCOCC1"
C -1.977831 -0.326738 -3.742246 0.0 -0.1 0.2 -1.040
C -2.691089 -1.014802 -2.586467 0.0 0.3 0.2 -0.488
C -2.653481 -0.157998 -1.327052 0.0 -0.1 -0.3 0.279
O -3.250361 -0.890941 -0.268141 0.1 -0.1 -0.1 -0.361
C -3.538783 -0.151571 0.880566 0.1 0.1 0.3 -1.114
C -2.296910 0.337663 1.658927 0.1 -0.2 -0.6 0.917
O -2.656671 0.741671 2.961301 -0.2 0.1 0.3 -0.595
H -3.355153 1.403447 2.907341 0.0 0.0 0.0 0.391
H -1.831289 1.178028 1.119735 0.0 -0.2 0.1 -0.273
C -1.243920 -0.769853 1.790254 -0.4 0.1 0.4 -1.314
H -0.878487 -0.770573 2.825135 0.0 0.0 -0.1 0.641
H -1.692309 -1.741524 1.555207 0.1 0.0 0.0 0.618
O -0.198173 -0.477817 0.888251 0.3 -0.1 -0.3 0.312
C 0.789044 -1.398331 0.701957 0.3 0.0 -0.2 0.780
C 0.946781 -2.560158 1.446344 -0.3 0.2 0.1 -1.019
C 2.000794 -3.417706 1.173745 0.1 0.0 -0.1 -0.666
C 2.900153 -3.134961 0.162986 0.1 -0.1 0.0 -0.878
C 2.745281 -1.979476 -0.585787 -0.1 0.1 0.1 -0.271
C 1.707615 -1.104494 -0.316901 -0.3 -0.2 0.1 0.414
C 1.482394 0.104525 -1.174338 0.2 0.1 0.1 0.163
O 1.016613 0.013247 -2.296044 -0.1 -0.2 -0.2 -0.713
N 1.841342 1.292211 -0.640268 0.1 0.2 0.0 0.032
C 2.379980 1.512168 0.680552 -0.1 0.2 0.5 -0.620
H 2.549273 0.561342 1.184585 0.0 0.1 0.0 0.440
C 1.402138 2.379975 1.484290 0.2 -0.3 0.1 -0.134
H 1.835078 2.661163 2.445519 0.0 -0.1 0.0 0.361
O 1.119028 3.586971 0.812260 0.1 0.2 0.0 -0.433
C 0.572737 3.346234 -0.465544 0.1 -0.1 -0.3 -0.272
H 0.388204 4.326184 -0.908161 0.0 -0.1 0.0 0.376
C 1.533243 2.526963 -1.331346 -0.3 0.2 -0.1 -0.782
H 1.080060 2.276318 -2.291265 0.1 0.1 0.1 0.436
H 2.458372 3.091483 -1.492434 -0.1 0.0 0.0 0.308
H -0.379721 2.801710 -0.371532 0.0 0.0 0.0 0.051
H 0.475210 1.813632 1.650543 0.1 0.1 0.0 -0.128
H 3.334971 2.044071 0.582080 0.0 -0.1 0.1 0.411
H 3.430366 -1.748364 -1.387504 0.1 0.0 -0.1 0.507
H 3.714716 -3.810521 -0.046959 0.1 -0.1 0.0 0.406
H 2.111491 -4.317147 1.760853 0.0 -0.1 0.0 0.433
H 0.256366 -2.803218 2.238108 -0.1 0.0 0.1 0.480
H -4.172690 0.719080 0.636342 0.0 -0.1 0.0 0.520
H -4.102912 -0.827670 1.531262 0.0 0.1 0.0 0.326
H -1.612339 0.089310 -1.085519 -0.1 0.0 0.0 -0.343
H -3.208405 0.780031 -1.485898 0.0 0.0 0.0 0.375
H -2.204908 -1.965162 -2.364257 0.0 -0.1 0.0 0.265
H -3.732139 -1.221287 -2.842855 0.0 -0.1 0.0 0.331
H -2.443470 0.631498 -3.965133 0.0 0.1 -0.1 0.323
H -2.022581 -0.946442 -4.633937 0.0 0.0 -0.1 0.381
H -0.934169 -0.158823 -3.489374 0.1 0.0 -0.1 0.167